ORCA calculation (wB97M-V/def2-TZVPD) on 3 unconnected molecules or ions with the total composition C5H17NO3 at a distorted geometry.

Last column: Löwdin charge in e.
Geometry (Å):
1 O -0.6181 3.1989 -0.2849  -0.082
2 O 1.3460 0.2040 3.9417  -0.071
3 O 1.3938 -3.4427 0.2422  -0.058
4 N 0.6877 0.4781 0.0271  -0.083
5 C -1.2943 1.9512 -0.0437  -0.208
6 C -1.4786 -0.4596 -0.5142  -0.217
7 C -1.0957 -1.6809 -1.3602  -0.098
8 C 1.8348 1.2859 -0.3132  -0.117
9 C -0.5849 0.7560 -0.6839  -0.362
10 H -0.0149 -1.8383 -1.3212  0.042
11 H 1.1047 -3.5764 -0.6650  0.022
12 H -0.9637 3.5630 -1.1032  0.081
13 H -2.5115 -0.2069 -0.7155  0.104
14 H -1.6238 -2.5701 -1.0384  0.072
15 H -1.2423 -1.4544 -2.4273  0.080
16 H 1.5025 2.2817 -0.5584  0.066
17 H -1.3751 -0.7369 0.5448  0.121
18 H 0.9930 -4.1633 0.7416  0.040
19 H 2.4692 0.8452 -1.0979  0.076
20 H 1.1520 0.3816 3.0064  0.017
21 H -0.3068 1.0380 -1.7157  0.150
22 H -1.2340 1.8284 1.0323  0.125
23 H 2.5259 1.2863 0.5233  0.070
24 H 0.7680 -0.5317 4.1867  0.032
25 H -2.2940 2.0741 -0.4596  0.118
26 H 0.8600 -0.5113 0.0563  0.080

Computed properties:
SMILES = CC[C@@H](CO)NC.O.O
multiplicity = 1
energy above the lowest of the compared OMol25 structures with the same formula, charge and spin = 99.0 kJ/mol
LUMO energy = 0.0215 hartree

---

ORCA calculation (wB97M-V/def2-TZVPD) on a gas-phase ion, C3H2NO2S (charge -1) at a distorted geometry.

Last column: Löwdin charge in e.
Geometry (Å):
1 S -0.7132 1.5804 0.1011  0.856
2 O -2.0596 -0.7199 0.7730  -0.121
3 O -0.6708 -0.7947 -1.1394  -0.038
4 N 1.3521 -0.0423 -0.0463  0.005
5 C 0.2577 -0.9165 -0.0590  -0.372
6 C -1.0809 -0.3385 0.1262  -0.922
7 C 0.9573 1.1721 -0.0126  -0.580
8 H 0.3050 -1.9365 0.3088  0.135
9 H 1.6524 1.9958 -0.0519  0.038

Computed properties:
SMILES = [O-][C@]12O[C@H]1N=CS2
multiplicity = 1
energy above the lowest of the compared OMol25 structures with the same formula, charge and spin = 178.0 kJ/mol
LUMO energy = 0.1318 hartree
charge = -1

---

ORCA calculation (wB97M-V/def2-TZVPD) on a molecular structure, C32H43GaN7OPS2 at a distorted geometry.

Last column: Löwdin charge in e.
Geometry (Å):
1 Ga 1.0319 0.5017 0.9799  0.489
2 S 1.0540 1.1025 3.4223  0.803
3 S 2.7109 -2.8003 -1.6642  1.022
4 P -1.8987 1.9299 -0.2416  0.616
5 O -0.5912 1.1364 -0.0240  -0.289
6 N -2.4530 1.6258 -1.7651  -0.294
7 N -1.7825 3.5747 -0.2318  -0.310
8 N 0.9109 -1.6099 0.1026  0.058
9 N 3.6801 0.8881 -0.1293  0.042
10 N 2.2542 -0.8860 2.0980  0.033
11 N -3.0077 1.4621 0.8858  -0.282
12 N 2.8169 2.8865 0.4738  -0.056
13 C 4.6016 -0.5273 4.2799  -0.048
14 C 2.3732 0.0035 3.1382  -0.725
15 C 3.3227 0.0438 4.1154  -0.106
16 C -3.5659 -4.5048 -1.9578  -0.023
17 C 0.2348 -2.0974 -0.9587  -0.279
18 C 2.3170 3.8787 1.4297  -0.014
19 C 2.1792 -2.2130 0.2814  -0.410
20 C -3.3208 -2.9655 -2.0057  -0.537
21 C -3.7060 2.1494 -2.3349  -0.090
22 C 2.2654 -3.4800 1.2733  -0.008
23 C -1.1752 -2.0301 -1.0191  0.055
24 C 0.9869 -2.7083 -2.0135  -0.475
25 C 4.0897 3.1182 -0.1073  -0.001
26 C 5.4334 -1.3661 3.5807  0.017
27 C 0.3264 -3.2422 -3.1107  -0.045
28 C 4.1774 -0.2112 0.6093  -0.122
29 C 4.2935 -2.4612 1.4210  -0.175
30 C -1.0797 -3.2198 -3.0934  0.009
31 C 2.5579 1.5004 0.4900  -0.067
32 C -1.9648 4.2758 0.9877  -0.112
33 C -1.1508 4.2279 -1.3997  -0.049
34 C 5.3672 -0.3824 1.2837  0.074
35 C -1.5111 1.1890 -2.8650  -0.077
36 C -4.0753 -2.2652 -3.1648  -0.030
37 C -2.6139 0.8537 2.1261  -0.122
38 C 5.4779 -1.6802 2.1092  -0.190
39 C -1.8386 -2.6407 -2.0979  -0.165
40 C 3.4108 -3.5606 1.9268  -0.011
41 C 4.5598 1.9437 -0.5109  -0.006
42 C 3.2380 -1.3514 1.0641  -0.312
43 C -4.4735 1.4837 0.6938  -0.063
44 C -3.7972 -2.3567 -0.6901  -0.084
45 H -3.8474 -1.1770 -3.1236  0.067
46 H -0.0700 4.4797 -1.2407  0.096
47 H -1.4056 3.8408 1.8548  0.090
48 H 6.4495 -2.1410 1.9177  0.148
49 H -1.6985 5.1672 -1.4981  0.099
50 H -4.6144 -4.7654 -1.7496  0.092
51 H 0.8873 -3.7314 -3.9239  0.130
52 H 5.0128 -0.2616 5.3245  0.148
53 H -1.2378 3.5780 -2.2694  0.051
54 H -3.2727 1.0985 2.9633  0.094
55 H -4.8779 0.6577 0.0451  0.094
56 H -4.8778 1.4650 1.7137  0.093
57 H 2.8908 3.7799 2.3594  0.109
58 H -3.7046 -1.2763 -0.6321  0.056
59 H -1.5717 5.2758 0.7626  0.092
60 H -4.4067 1.2595 -2.5399  0.113
61 H 4.7647 -2.7625 0.4617  0.155
62 H -3.8198 -2.6004 -4.2029  0.097
63 H -5.1715 -2.4083 -3.0031  0.104
64 H -3.2813 -5.0068 -2.8978  0.086
65 H -1.6494 -3.5972 -3.9614  0.138
66 H 2.4785 4.8735 0.9600  0.114
67 H 3.7661 -4.2129 2.7094  0.129
68 H 2.9798 0.4120 5.0959  0.112
69 H -4.8262 2.4010 0.2009  0.076
70 H 1.3273 -3.9859 1.5951  0.138
71 H -4.8581 -2.5981 -0.4069  0.119
72 H -2.0581 0.5416 -3.5991  0.097
73 H 1.2585 3.7836 1.7366  0.079
74 H -2.9739 -4.9555 -1.1107  0.109
75 H -4.2264 2.8360 -1.7357  0.047
76 H -0.6373 0.6344 -2.4744  0.074
77 H 4.5311 4.0800 -0.2910  0.144
78 H -1.5845 1.0757 2.4758  0.023
79 H 6.1446 0.3912 1.3573  0.137
80 H -3.0356 4.4317 1.2809  0.105
81 H 5.4874 1.7779 -1.0409  0.147
82 H -2.6469 -0.2587 2.1259  0.099
83 H -1.6870 -1.5373 -0.2078  0.096
84 H -1.1113 2.0531 -3.4248  0.077
85 H -3.2508 -2.6676 0.1749  0.073
86 H 6.2162 -1.8386 4.1183  0.109
87 H -3.4573 2.6738 -3.2872  0.104

Computed properties:
multiplicity = 1
energy above the lowest of the compared OMol25 structures with the same formula, charge and spin = 753.1 kJ/mol
LUMO energy (alpha / beta) = -0.2633 / -0.2564 hartree
charge = +2

---

ORCA calculation (wB97M-V/def2-TZVPD) on a gas-phase ion, CH4BrClOP (charge +1) at a distorted geometry.

Last column: Löwdin charge in e.
Geometry (Å):
1 Br 1.4074 -1.8544 -0.1032  0.525
2 Cl 1.7826 1.4036 0.4786  0.455
3 P 0.3662 0.0037 0.3816  0.129
4 O -0.1263 -0.3278 1.8443  -0.239
5 C -0.8112 0.1797 -1.0842  -0.157
6 H -1.6712 0.7959 -0.8535  0.072
7 H -0.2319 0.6281 -1.8303  0.042
8 H -1.1599 -0.7728 -1.4206  0.055
9 H 0.4443 -0.0560 2.5873  0.117

Computed properties:
multiplicity = 1
energy above the lowest of the compared OMol25 structures with the same formula, charge and spin = 9.7 kJ/mol
LUMO energy = -0.1639 hartree
charge = +1

---

ORCA calculation (wB97M-V/def2-TZVPD) on 2 unconnected molecules or ions with the total composition C5H13N2O at a distorted geometry.

Last column: Löwdin charge in e.
Geometry (Å):
1 O 1.5369 -2.3036 2.6708  0.077
2 N 0.5347 -1.0444 0.4552  0.167
3 N -1.3663 0.4058 -0.6699  -0.161
4 C 1.9198 -1.1560 2.5260  -0.178
5 C -1.6224 1.5354 0.2005  -0.094
6 C 1.3899 -0.2930 1.3860  -0.112
7 C -0.5150 -0.0538 -2.9809  0.047
8 C -0.4698 0.6151 -1.7974  -0.210
9 H 2.1630 0.2483 0.8437  0.143
10 H 0.3285 -1.9259 0.9132  0.145
11 H -2.3931 1.1715 0.8550  0.086
12 H -1.8778 2.5283 -0.3516  0.132
13 H -0.7771 1.7795 0.8525  0.067
14 H 0.1257 0.1632 -3.8015  0.052
15 H 0.8072 0.4593 1.8982  0.120
16 H 2.7521 -0.7644 3.1441  0.147
17 H -1.2681 -0.8537 -3.1402  0.079
18 H -2.2405 -0.0180 -0.9904  0.145
19 H -0.3284 -0.5903 -0.0061  0.082
20 H 1.0703 -1.3274 -0.3552  0.156
21 H 0.2303 1.4241 -1.6520  0.110

Computed properties:
multiplicity = 1
energy above the lowest of the compared OMol25 structures with the same formula, charge and spin = 247.4 kJ/mol
LUMO energy = -0.1154 hartree
charge = +1

---

ORCA calculation (wB97M-V/def2-TZVPD) on a molecular structure, CHO2Sn at a distorted geometry.

Last column: Mulliken spin population.
Geometry (Å):
1 Sn 2.1147 0.4608 -0.2708  0.930
2 O 0.5883 -0.8319 0.1156  0.052
3 O -1.2094 0.4501 0.1106  -0.003
4 C 0.1114 0.3277 0.2034  0.021
5 H -1.6050 -0.4067 -0.1588  0.001

Computed properties:
multiplicity = 2
⟨S²⟩ = 0.75
LUMO energy (alpha / beta) = -0.0019 / -0.0078 hartree

---

ORCA calculation (wB97M-V/def2-TZVPD) on a molecular structure, C14H37AsKN4S4Si3 at a distorted geometry.

Last column: Löwdin charge in e.
Geometry (Å):
1 As 0.2784 1.1582 1.2911  0.812
2 K 0.2130 3.0587 -1.3835  0.271
3 S 3.3494 4.1080 -0.9268  -0.230
4 S 2.9694 3.2239 -2.7699  -0.229
5 S 1.7479 5.2381 -0.2810  -0.277
6 S 2.4421 1.2446 -2.4836  -0.173
7 Si 0.1966 -1.1403 0.7649  0.240
8 Si 2.4118 1.3957 2.3061  0.239
9 Si -1.1386 1.2274 3.1567  0.214
10 N -2.4887 1.4445 -3.1679  -0.022
11 N -1.3109 1.2999 -2.4919  -0.078
12 N -2.5546 0.6144 -4.1485  0.047
13 N -1.4025 -0.0810 -4.1231  -0.110
14 C -1.0084 2.9550 3.8540  -0.232
15 C -1.4186 -1.3948 -0.1524  -0.228
16 C 2.5671 0.5213 3.9606  -0.226
17 C 3.6862 0.6895 1.1582  -0.227
18 C 2.6728 3.1933 2.6276  -0.239
19 C -1.4280 -2.5518 -4.4626  -0.424
20 C -1.2456 -3.5934 -5.5627  -0.082
21 C -2.8151 -2.6291 -3.8370  -0.075
22 C -2.8760 0.9670 2.5037  -0.233
23 C -0.6591 0.3407 -3.1108  -0.211
24 C 1.6251 -1.6114 -0.3330  -0.230
25 C -1.1431 -1.1752 -5.0532  -0.114
26 C 0.1639 -2.3654 2.1819  -0.222
27 C -0.9463 0.0585 4.5970  -0.212
28 H 2.0243 -0.7532 -0.8872  -0.060
29 H 0.0028 0.1933 5.1204  0.011
30 H -1.9187 3.2058 4.4114  0.027
31 H 1.8645 3.6112 3.2359  0.017
32 H 2.4469 -2.0262 0.2590  0.028
33 H -1.6092 -0.5626 -0.8375  -0.006
34 H -3.5880 -2.3979 -4.5790  0.085
35 H -0.0991 -1.1057 -5.3493  0.135
36 H 1.2978 -2.3758 -1.0496  0.028
37 H -2.9318 -1.9299 -3.0055  0.063
38 H -0.2442 -3.5486 -6.0042  0.081
39 H -1.3953 -4.6012 -5.1687  0.078
40 H -3.1008 -0.1008 2.4031  0.017
41 H -0.6808 -2.7355 -3.6829  0.132
42 H -1.7642 -0.9996 -5.9286  0.128
43 H 2.0946 1.1030 4.7604  0.019
44 H -3.6108 1.4063 3.1889  0.027
45 H 3.8649 -0.3691 1.3850  0.025
46 H 3.6335 0.4191 4.2022  0.032
47 H -0.8696 3.6955 3.0601  0.031
48 H -1.9771 -3.4334 -6.3634  0.083
49 H -0.1551 3.0374 4.5360  0.022
50 H -1.0252 -0.9900 4.3049  0.006
51 H 3.6211 3.3429 3.1591  0.040
52 H -2.9962 -3.6363 -3.4556  0.079
53 H -1.7621 0.2824 5.2971  0.035
54 H -0.8280 -2.4201 2.6384  0.015
55 H 0.3497 0.0154 -2.8818  0.030
56 H 0.8862 -2.1266 2.9627  0.010
57 H 2.1241 -0.4752 3.9590  0.002
58 H -2.2614 -1.4425 0.5457  0.018
59 H -3.0013 1.4276 1.5193  0.026
60 H 4.6263 1.2420 1.2816  0.040
61 H 2.6920 3.7582 1.6862  -0.076
62 H -1.3970 -2.3288 -0.7280  0.027
63 H 0.4111 -3.3595 1.7854  0.033
64 H 3.3880 0.7818 0.1055  -0.036

Computed properties:
multiplicity = 1
energy above the lowest of the compared OMol25 structures with the same formula, charge and spin = 35.8 kJ/mol
LUMO energy = 0.0839 hartree
charge = -1

---

ORCA calculation (wB97M-V/def2-TZVPD) on C9H8N4 in the gas phase at a distorted geometry.

Last column: Löwdin charge in e.
Geometry (Å):
1 N -0.9268 -0.4451 4.9952  0.075
2 N 0.7566 0.1705 -0.9654  0.141
3 N -1.1301 1.4300 -0.8624  0.147
4 N -0.5533 0.0651 0.9338  -0.005
5 C -0.2762 0.5727 -0.3870  -0.415
6 C 0.2791 -0.8978 1.5595  -0.061
7 C 1.0457 0.6079 -2.2380  -0.076
8 C -1.8097 0.5654 2.9881  -0.042
9 C -0.8270 -0.2737 3.6956  -0.376
10 C -0.9025 1.8347 -2.1226  -0.106
11 C 0.2569 -0.9990 2.9129  -0.015
12 C -1.6824 0.5500 1.6618  -0.069
13 C 0.2205 1.5137 -2.8220  -0.088
14 H -1.6527 2.3838 -2.6635  0.110
15 H -1.6759 0.1730 5.3636  0.035
16 H 0.3515 1.8705 -3.8924  0.131
17 H 1.0719 -1.5488 3.4454  0.116
18 H -2.6038 1.1737 3.4735  0.122
19 H -2.4629 1.0396 1.0154  0.125
20 H 1.9496 0.2026 -2.7994  0.135
21 H 1.1917 -1.2261 1.0500  0.113

Computed properties:
SMILES = N=c1ccn(-c2ncccn2)cc1
multiplicity = 1
energy above the lowest of the compared OMol25 structures with the same formula, charge and spin = 228.2 kJ/mol
LUMO energy = 0.0021 hartree

---

| no. | electronic energy (eV) |
| --- | --- |
| 1 | -13092.586 |
| 2 | -19563.361 |
| 3 | -129677.990 |
| 4 | -94997.350 |
| 5 | -10415.632 |
| 6 | -10977.097 |
| 7 | -165222.829 |
| 8 | -15421.372 |